[1]
ORCA calculation (ωB97M-V/def2-TZVPD) on 7 unconnected molecules or ions with the total composition C30H72N2O7 in a non-equilibrium geometry.

The calculation puts the LUMO energy at 0.5 eV. The SMILES is CC1(C)CCCC(C)(C)N1O.CC1(C)CCCC(C)(C)N1O.CC(C)O.CC(C)O.CCO.CCO.CCO. The value obtained for the HOMO-LUMO gap is 8.220 eV. The calculation puts the max |F| at 3.05 eV/Å. The highest occupied orbital energy comes out at -7.735 eV. As for the electronic energy: -49585.353 eV.

```
111
Properties=species:S:1:pos:R:3:forces:R:3
C -4.571 0.193 -0.117 0.19 0.40 1.61
C -3.157 -0.052 -0.679 0.15 -0.69 0.42
C -2.089 0.703 0.218 -1.38 0.45 -0.32
C -2.902 -1.576 -0.555 0.22 -1.65 -0.45
C -1.781 -2.238 -1.419 0.22 1.36 0.68
C -1.925 -1.768 -2.859 -0.99 1.16 0.61
C -2.148 -0.167 -3.022 1.40 -0.93 -0.99
C -0.741 0.542 -2.905 -1.53 -0.29 0.46
C -2.599 0.068 -4.510 -0.13 0.41 0.60
N -3.186 0.295 -2.100 0.16 -0.45 -0.54
O -3.453 1.704 -2.333 0.38 -1.13 0.37
H -5.459 -0.339 -0.459 0.52 -0.23 -0.99
H -4.523 -0.143 0.919 0.08 0.05 0.36
H -4.844 1.245 -0.035 0.22 0.14 -0.30
H -2.179 0.479 1.281 -0.07 -0.75 -0.02
H -1.045 0.586 -0.074 -0.23 -0.06 -0.18
H -2.389 1.750 0.239 0.42 0.32 -0.52
H -2.814 -1.898 0.483 0.59 0.63 0.37
H -3.776 -2.187 -0.778 -0.64 0.54 -0.66
H -0.785 -2.020 -1.034 0.12 0.41 0.06
H -1.793 -3.326 -1.344 -0.45 -0.06 -0.08
H -2.849 -2.227 -3.212 -0.05 -0.02 -0.43
H -1.086 -2.141 -3.446 -0.04 0.38 -0.27
H -0.294 0.255 -1.953 0.62 -0.30 -0.43
H -0.814 1.629 -2.861 -0.19 0.01 -0.24
H -0.222 0.304 -3.833 0.56 -0.20 0.46
H -3.678 0.156 -4.638 -0.13 -0.27 0.25
H -2.259 -0.715 -5.188 0.15 -0.08 0.19
H -2.198 1.017 -4.867 0.08 0.05 -0.05
H -4.243 1.592 -2.868 -0.19 0.52 -0.06
C 0.691 3.026 0.254 -0.49 -0.26 -1.14
C 0.494 4.377 -0.521 1.74 -0.94 -0.32
C 0.031 5.391 0.528 -0.34 0.16 -0.65
C 1.961 4.717 -0.960 0.18 1.44 0.65
C 2.128 5.809 -2.005 -0.94 -1.06 -0.21
C 1.267 5.438 -3.212 0.21 1.43 0.58
C -0.223 5.103 -2.920 1.07 -0.41 0.56
C -1.081 6.338 -2.705 -0.95 0.91 -1.22
C -0.665 4.323 -4.168 -0.92 -0.26 -0.18
N -0.340 4.246 -1.743 2.78 -0.95 0.84
O -1.597 3.742 -1.492 -0.83 0.35 0.12
H 1.201 2.270 -0.343 0.40 0.22 -0.41
H 1.318 3.207 1.127 -0.31 0.00 0.17
H -0.233 2.488 0.464 -0.20 0.66 0.61
H 0.768 5.605 1.302 0.15 -0.38 -0.04
H -0.137 6.338 0.016 -0.52 0.07 0.28
H -0.850 4.957 1.001 -0.29 0.57 -0.01
H 2.418 5.225 -0.111 0.21 -0.75 0.62
H 2.586 3.862 -1.219 -0.39 -0.26 -0.06
H 1.848 6.773 -1.581 -0.18 0.11 -0.08
H 3.177 5.879 -2.294 0.02 0.05 -0.05
H 1.768 4.658 -3.785 -0.22 -0.15 0.04
H 1.280 6.369 -3.780 -0.29 -0.24 -0.78
H -2.132 6.059 -2.629 -0.03 -0.27 0.14
H -1.047 6.980 -3.585 0.08 0.05 -0.30
H -0.915 7.036 -1.884 0.66 -0.55 0.31
H -0.433 4.874 -5.079 -0.59 0.46 0.06
H -1.713 4.045 -4.059 -0.36 0.55 -0.43
H -0.233 3.352 -4.410 0.84 -0.07 0.91
H -1.590 2.903 -1.958 -0.55 -0.28 0.12
C -3.053 -3.116 4.180 0.83 0.63 -0.56
C -1.703 -3.763 3.739 -1.36 -0.72 0.20
C -1.424 -5.123 4.396 0.52 0.85 0.63
O -1.788 -3.964 2.320 0.45 0.35 0.07
H -3.830 -3.280 3.434 -0.15 -0.76 0.21
H -2.921 -2.043 4.040 0.01 0.24 0.53
H -3.384 -3.338 5.195 0.07 -0.03 -0.13
H -0.909 -3.037 3.916 0.20 -0.26 -0.07
H -2.267 -5.810 4.332 -0.01 0.01 -0.28
H -1.220 -4.981 5.457 -0.17 0.07 0.20
H -0.502 -5.563 4.014 -0.20 -0.11 -0.35
H -2.475 -4.628 2.233 -0.05 -0.14 -0.47
C 2.164 -2.122 7.932 -1.10 -0.13 -0.98
C 1.449 -3.363 7.308 1.44 0.97 0.45
C 1.864 -3.659 5.900 0.06 0.36 -0.57
O 1.792 -4.422 8.149 -0.70 -1.42 0.83
H 1.644 -1.962 8.876 0.45 0.30 0.09
H 2.086 -1.246 7.287 -0.28 0.19 0.08
H 3.236 -2.275 8.056 -0.06 -0.37 0.20
H 0.367 -3.234 7.348 -0.03 -0.07 0.25
H 1.533 -4.638 5.552 -0.11 0.01 0.13
H 2.951 -3.619 5.820 0.12 -0.01 -0.11
H 1.444 -2.893 5.248 0.11 0.01 -0.26
H 2.734 -4.606 8.107 0.09 0.17 -0.15
C 3.926 -3.376 -1.410 0.76 0.33 0.88
C 3.106 -4.648 -1.531 -0.88 1.31 -1.54
O 1.723 -4.364 -1.264 0.70 -0.94 0.11
H 4.734 -3.336 -2.141 0.14 -0.07 0.15
H 4.334 -3.293 -0.402 0.47 -0.20 0.12
H 3.404 -2.422 -1.481 -0.61 -0.42 -0.59
H 3.568 -5.489 -1.014 -0.34 -0.01 0.48
H 3.099 -4.909 -2.589 0.01 -0.28 -0.05
H 1.653 -4.043 -0.362 -0.30 0.27 0.31
C 1.647 -0.965 0.608 0.96 1.21 -0.62
C 0.708 -1.722 1.465 -0.16 0.86 0.18
O 0.624 -2.982 0.928 -0.30 -1.76 -0.24
H 2.647 -1.398 0.615 0.09 0.01 0.35
H 1.706 0.089 0.879 0.17 0.04 0.29
H 1.400 -0.950 -0.453 -0.57 -0.29 -0.01
H -0.287 -1.276 1.467 -0.14 0.36 0.08
H 1.054 -1.784 2.497 0.18 0.28 0.30
H -0.149 -3.369 1.347 -0.35 -0.80 -0.12
C 3.756 0.465 -1.937 -0.52 -0.21 -0.06
C 2.793 -0.036 -3.053 1.15 -1.33 0.66
O 3.503 -0.988 -3.877 0.66 0.67 -0.12
H 4.130 -0.276 -1.230 -0.15 -0.65 -0.46
H 3.227 1.131 -1.255 -0.11 0.50 -0.33
H 4.650 0.945 -2.334 -0.23 0.21 -0.21
H 2.423 0.808 -3.634 -0.10 -0.02 -0.03
H 1.988 -0.649 -2.647 -0.42 0.70 0.41
H 2.904 -1.589 -4.326 -0.24 0.18 0.13
```
Forces are in eV/Å.

---

[2]
ORCA calculation (ωB97M-V/def2-TZVPD) on a gas-phase ion, C4H8NO (charge +1) in a non-equilibrium geometry.

The calculation puts the LUMO energy at -4.1 eV. The SMILES is C[C@@H]1C(=O)[C@H]1[NH3+]. The value obtained for the HOMO-LUMO gap is 9.680 eV. The calculation puts the max |F| at 3.35 eV/Å. The highest occupied orbital energy comes out at -13.830 eV. As for the electronic energy: -7805.506 eV. The net charge is +1.

```
14
Properties=species:S:1:pos:R:3:forces:R:3
C 0.162 -1.952 0.146 -1.25 -0.23 1.56
C -0.389 -0.539 0.120 0.08 -0.93 0.79
C -1.037 0.114 -0.980 1.64 1.57 1.11
O -1.939 0.511 -1.597 -1.26 -0.17 -0.99
C 0.380 0.640 -0.495 0.86 -1.70 -2.40
N 0.441 1.806 0.382 1.80 0.24 1.86
H -0.614 -2.593 -0.284 0.75 -0.17 -0.48
H 0.226 -2.317 1.189 0.07 0.39 -0.37
H 1.159 -1.982 -0.235 0.33 -0.38 -0.80
H -0.904 -0.234 1.054 0.08 -0.29 -0.41
H 1.241 0.343 -1.236 -1.44 1.07 1.93
H -0.357 1.629 1.023 0.72 0.66 0.01
H 0.239 2.690 -0.097 0.40 0.01 0.07
H 1.391 1.883 1.010 -2.77 -0.08 -1.89
```
Forces are in eV/Å.

---

Repeat the second record exactly.
ORCA calculation (ωB97M-V/def2-TZVPD) on a gas-phase ion, C4H8NO (charge +1) in a non-equilibrium geometry.

The calculation puts the LUMO energy at -4.1 eV. The SMILES is C[C@@H]1C(=O)[C@H]1[NH3+]. The value obtained for the HOMO-LUMO gap is 9.680 eV. The calculation puts the max |F| at 3.35 eV/Å. The highest occupied orbital energy comes out at -13.830 eV. As for the electronic energy: -7805.506 eV. The net charge is +1.

```
14
Properties=species:S:1:pos:R:3:forces:R:3
C 0.162 -1.952 0.146 -1.25 -0.23 1.56
C -0.389 -0.539 0.120 0.08 -0.93 0.79
C -1.037 0.114 -0.980 1.64 1.57 1.11
O -1.939 0.511 -1.597 -1.26 -0.17 -0.99
C 0.380 0.640 -0.495 0.86 -1.70 -2.40
N 0.441 1.806 0.382 1.80 0.24 1.86
H -0.614 -2.593 -0.284 0.75 -0.17 -0.48
H 0.226 -2.317 1.189 0.07 0.39 -0.37
H 1.159 -1.982 -0.235 0.33 -0.38 -0.80
H -0.904 -0.234 1.054 0.08 -0.29 -0.41
H 1.241 0.343 -1.236 -1.44 1.07 1.93
H -0.357 1.629 1.023 0.72 0.66 0.01
H 0.239 2.690 -0.097 0.40 0.01 0.07
H 1.391 1.883 1.010 -2.77 -0.08 -1.89
```
Forces are in eV/Å.

---

The highest highest occupied orbital energy belongs to which entry?
C30H72N2O7